[1]
Here is a structure of composition C42H51AsBF9GaN8PSi3 from the OMol25 dataset. Energies are from ωB97M-V/def2-TZVPD.

Geometry as ORCA input:
```
! RIJCOSX wB97M-V def2-TZVPD def2/J DEFGRID3
* xyz 3 2
Ga -1.138 1.261 1.362
C -3.478 4.741 1.194
C -3.173 3.532 1.792
N -2.112 2.975 1.193
N -1.712 3.829 0.209
C -2.536 4.886 0.192
B -0.547 3.413 -0.733
N 0.684 3.043 0.177
C 1.917 3.566 0.172
C 2.643 3.018 1.220
C 1.763 2.147 1.843
N 0.584 2.168 1.208
N -1.018 2.089 -1.423
C -1.380 1.779 -2.674
C -1.798 0.455 -2.700
C -1.652 0.009 -1.398
N -1.200 1.005 -0.622
N -0.145 4.481 -1.685
C 0.046 5.814 -1.429
C 0.498 6.397 -2.573
C 0.574 5.334 -3.501
N 0.205 4.182 -2.971
H -4.273 5.422 1.446
H -3.663 3.044 2.616
H -2.417 5.674 -0.534
H 2.208 4.291 -0.573
H 3.660 3.241 1.494
H 1.918 1.518 2.705
H -1.295 2.507 -3.464
H -2.166 -0.086 -3.556
H -1.838 -0.964 -0.975
H -0.120 6.239 -0.450
H 0.757 7.430 -2.729
H 0.891 5.372 -4.534
C 0.308 0.976 4.925
Si -1.483 0.500 4.981
C -1.915 -0.742 6.268
C -2.550 2.006 4.980
As -1.824 -0.554 2.785
Si -0.501 -2.607 2.669
C -0.819 -3.386 4.307
C -1.216 -3.562 1.267
C 1.231 -2.049 2.354
Si -4.192 -1.062 2.280
C -4.268 -2.058 0.724
C -4.990 0.585 2.058
C -4.685 -1.978 3.799
H 0.700 1.107 5.938
H 0.419 1.933 4.410
H 0.926 0.226 4.428
H -2.103 -0.217 7.210
H -1.097 -1.442 6.440
H -2.814 -1.309 6.024
H -2.483 2.500 5.954
H -3.603 1.777 4.803
H -2.204 2.722 4.233
H -1.785 -3.100 4.724
H -0.044 -3.133 5.032
H -0.822 -4.474 4.187
H -2.220 -3.916 1.501
H -0.598 -4.450 1.102
H -1.249 -2.997 0.333
H 1.637 -1.476 3.190
H 1.284 -1.437 1.449
H 1.882 -2.918 2.213
H -3.465 -1.827 0.030
H -5.214 -1.834 0.221
H -4.249 -3.130 0.922
H -4.501 1.159 1.269
H -4.984 1.165 2.982
H -6.035 0.451 1.762
H -4.044 -2.846 3.973
H -5.710 -2.348 3.690
H -4.658 -1.336 4.682
F 7.402 -2.818 0.839
C 7.278 -1.579 0.350
F 7.498 -0.714 1.343
F 8.217 -1.404 -0.579
C 5.896 -1.398 -0.244
C 4.987 -0.535 0.341
C 3.711 -0.428 -0.194
C 3.363 -1.181 -1.310
C 4.294 -2.030 -1.919
C 5.561 -2.135 -1.376
P 1.716 -1.025 -2.004
C 1.025 -2.626 -2.254
C -0.164 -2.734 -3.001
C -0.835 -3.940 -3.068
C -0.330 -5.040 -2.385
C 0.863 -4.960 -1.672
C 1.530 -3.755 -1.583
C -1.141 -6.318 -2.292
F -1.733 -6.357 -1.081
F -2.094 -6.367 -3.217
F -0.368 -7.393 -2.405
C 1.751 -0.104 -3.523
C 1.749 -0.739 -4.771
C 1.869 0.032 -5.916
C 1.952 1.413 -5.813
C 1.935 2.049 -4.576
C 1.834 1.293 -3.429
C 2.015 2.274 -7.060
F 2.332 1.560 -8.136
F 2.916 3.249 -6.914
F 0.820 2.846 -7.269
H 5.277 0.052 1.201
H 2.991 0.247 0.254
H 4.042 -2.592 -2.811
H 6.294 -2.785 -1.836
H -0.549 -1.874 -3.533
H -1.747 -4.034 -3.643
H 1.260 -5.842 -1.185
H 2.443 -3.689 -1.007
H 1.679 -1.816 -4.853
H 1.900 -0.441 -6.889
H 1.999 3.126 -4.516
H 1.811 1.782 -2.462
*
```

Computed properties:
**HOMO energy (alpha / beta)**: -16.1 / -16.1 eV
**⟨S²⟩**: 0.764
**Molecular weight**: 1109.60 g/mol
**HOMO-LUMO gap (alpha / beta)**: 9.1176 / 5.6392 eV
**Energy above the lowest of the compared OMol25 structures with the same formula, charge and spin**: 0.0 kJ/mol

=====

[2]
Here is a cluster of 2 separate species, C8H12N2O in total from the OMol25 dataset. Energies are from ωB97M-V/def2-TZVPD.

Geometry as ORCA input:
```
! RIJCOSX wB97M-V def2-TZVPD def2/J DEFGRID3
* xyz 0 1
C 3.809 -1.073 0.033
C 2.508 -0.377 0.515
C 0.916 1.153 -0.281
C -3.629 0.053 0.908
C -2.702 1.064 0.598
C -1.696 0.718 -0.328
C -1.739 -0.554 -0.878
C -2.703 -1.474 -0.547
H 4.345 -0.385 -0.465
H 3.549 -1.894 -0.626
H 4.083 -1.518 1.153
H 3.009 1.151 -0.680
H 0.484 0.699 0.600
H 0.608 2.288 -0.076
H 0.352 0.937 -1.154
H -4.392 0.164 1.644
H -2.710 2.056 1.042
H -0.824 1.354 -0.509
H -0.865 -0.796 -1.478
H -2.724 -2.477 -0.971
N 2.267 0.864 -0.107
N -3.639 -1.137 0.367
O 1.693 -0.816 1.240
*
```

Computed properties:
**HOMO energy**: -9.5 eV
**Molecular weight**: 152.20 g/mol
**HOMO-LUMO gap**: 10.1252 eV
**Energy above the lowest of the compared OMol25 structures with the same formula, charge and spin**: 239.2 kJ/mol
**SMILES string**: CNC(C)=O.c1ccncc1

=====

[3]
Here is a structure of composition C12H22N3O5PTi from the OMol25 dataset. Energies are from ωB97M-V/def2-TZVPD.

Geometry as ORCA input:
```
! RIJCOSX wB97M-V def2-TZVPD def2/J DEFGRID3
* xyz 2 3
Ti 0.758 -0.682 -1.694
O 2.675 -3.178 -0.830
C 2.013 -2.275 -1.136
C 0.647 1.079 -2.826
O 0.522 2.053 -3.461
C 0.277 -1.683 -3.427
O -0.016 -2.301 -4.372
C 2.511 0.379 -1.711
O 3.520 0.956 -1.732
C 3.726 -1.511 -4.287
H 4.568 -1.500 -3.574
H 3.324 -2.500 -4.562
C 3.324 -0.397 -4.904
H 2.580 -0.426 -5.720
H 3.811 0.575 -4.718
C -0.133 -1.715 2.824
N -0.012 -0.283 2.481
C 1.336 0.203 2.665
P -0.948 0.188 1.214
O -0.491 -0.430 -0.111
N -2.437 -0.368 1.644
C -3.360 -0.993 0.698
C -3.033 -0.005 2.947
N -1.005 1.846 1.193
C 0.170 2.633 0.819
C -2.235 2.452 0.655
H 0.305 -1.843 3.819
H 0.416 -2.362 2.118
H -1.184 -2.035 2.853
H 1.966 0.049 1.780
H 1.380 1.258 2.949
H 1.737 -0.387 3.495
H -2.821 -1.606 -0.027
H -4.069 -1.641 1.234
H -3.942 -0.232 0.162
H -3.778 -0.778 3.188
H -2.300 0.036 3.765
H -3.561 0.965 2.928
H 0.524 2.373 -0.193
H -0.140 3.681 0.799
H 0.993 2.532 1.526
H -2.255 2.338 -0.441
H -3.139 2.010 1.089
H -2.227 3.528 0.883
*
```

Computed properties:
**HOMO energy (alpha / beta)**: -15.4 / -15.4 eV
**⟨S²⟩**: 2.010
**Molecular weight**: 367.16 g/mol
**HOMO-LUMO gap (alpha / beta)**: 6.2355 / 5.5906 eV

=====

[4]
Here is a cluster of 10 separate species, C10H37N18O12 in total from the OMol25 dataset. Energies are from ωB97M-V/def2-TZVPD.

Geometry as ORCA input:
```
! RIJCOSX wB97M-V def2-TZVPD def2/J DEFGRID3
* xyz -1 1
O 0.298 -1.366 1.479
C -0.237 -0.737 0.480
O -1.054 -1.328 -0.273
O 0.001 0.455 0.316
H 0.749 -0.605 1.852
C -2.037 -0.576 -3.907
O -1.056 0.188 -3.887
N -2.658 -1.160 -2.920
N -2.621 -0.942 -5.056
H -2.069 -1.025 -2.110
H -3.153 -2.028 -3.066
H -3.326 -1.663 -4.999
H -2.070 -0.736 -5.877
C -0.223 3.179 -2.622
O 0.171 4.009 -1.883
N -0.463 2.008 -2.179
N -0.183 3.197 -3.929
H -0.693 1.361 -2.920
H -0.126 1.803 -1.249
H 0.075 2.299 -4.314
H 0.298 4.016 -4.273
C -2.843 -4.247 0.461
O -3.177 -5.359 0.299
N -3.118 -3.343 -0.438
N -2.148 -3.776 1.430
H -3.360 -3.601 -1.384
H -2.747 -2.412 -0.313
H -1.748 -2.868 1.240
H -1.618 -4.213 2.170
C -3.858 2.284 -1.049
O -5.050 2.552 -0.950
N -3.164 2.642 -2.071
N -3.293 1.369 -0.394
H -2.238 2.274 -2.241
H -3.733 3.074 -2.784
H -3.853 1.081 0.395
H -2.302 1.179 -0.420
C 3.810 -3.042 4.535
O 4.312 -4.142 4.707
N 2.949 -2.489 5.264
N 3.852 -2.363 3.462
H 2.748 -1.562 4.916
H 2.465 -2.906 6.046
H 3.108 -1.735 3.195
H 4.528 -2.622 2.758
C 2.386 0.546 4.127
O 2.740 0.139 3.047
N 1.322 1.308 4.232
N 3.081 0.467 5.201
H 0.761 1.346 3.393
H 0.996 1.701 5.104
H 2.867 0.862 6.105
H 4.032 0.244 4.943
C -2.211 3.303 2.230
O -2.336 4.231 3.022
N -1.410 3.443 1.229
N -2.527 2.051 2.303
H -1.176 4.362 0.882
H -0.979 2.578 0.938
H -2.307 1.418 1.548
H -2.915 1.796 3.200
C 3.544 1.474 -0.491
O 4.622 1.806 -0.971
N 2.715 0.734 -1.125
N 3.224 1.710 0.685
H 2.810 0.463 -2.093
H 1.778 0.688 -0.749
H 2.701 0.929 1.055
H 3.893 2.174 1.282
C 1.598 -2.452 -3.189
O 1.517 -3.584 -2.939
N 2.515 -1.969 -3.995
N 0.943 -1.526 -2.572
H 3.250 -2.538 -4.390
H 2.556 -0.974 -4.163
H 0.661 -0.889 -3.303
H 0.202 -1.966 -2.045
*
```

Computed properties:
**HOMO energy**: -6.8 eV
**Molecular weight**: 601.52 g/mol
**HOMO-LUMO gap**: 8.5253 eV
**Energy above the lowest of the compared OMol25 structures with the same formula, charge and spin**: 595.7 kJ/mol

=====

[5]
Here is a structure of composition C36H40N5O5ReS2Si from the OMol25 dataset. Energies are from ωB97M-V/def2-TZVPD.

Geometry as ORCA input:
```
! RIJCOSX wB97M-V def2-TZVPD def2/J DEFGRID3
* xyz 1 4
Re 0.033 -0.632 1.573
C 1.986 0.256 1.246
Si 1.768 2.159 1.024
C 0.042 2.329 1.862
N -0.920 1.331 1.356
C -2.065 1.195 2.297
C -3.116 2.279 2.089
C -3.808 2.094 0.733
C -2.858 1.402 -0.252
C -1.417 1.808 0.037
C 2.780 3.505 1.888
C 3.947 3.297 2.615
C 4.632 4.362 3.178
C 4.160 5.654 3.027
C 3.000 5.882 2.304
C 2.324 4.818 1.741
C 2.036 2.482 -0.830
C 1.225 3.263 -1.648
C 1.583 3.539 -2.956
C 2.771 3.049 -3.471
C 3.606 2.291 -2.665
C 3.239 2.015 -1.362
H 2.554 0.047 2.155
H 2.525 -0.188 0.410
H -0.384 3.334 1.829
H 0.235 2.096 2.910
H -1.690 1.229 3.324
H -2.554 0.223 2.140
H -2.644 3.262 2.145
H -3.842 2.230 2.899
H -4.094 3.068 0.340
H -4.721 1.507 0.839
H -3.103 1.703 -1.270
H -2.968 0.318 -0.207
H -1.385 2.902 0.036
H -0.747 1.450 -0.749
H 4.326 2.294 2.743
H 5.536 4.184 3.741
H 4.691 6.483 3.471
H 2.623 6.887 2.183
H 1.429 5.006 1.166
H 0.307 3.675 -1.261
H 0.935 4.144 -3.574
H 3.051 3.265 -4.490
H 4.545 1.923 -3.051
H 3.908 1.447 -0.732
O 0.243 -1.195 5.577
C 0.275 -1.244 4.371
O 0.294 -0.247 3.564
C 0.265 -2.602 3.653
C 0.083 -3.788 4.347
C 0.041 -4.977 3.637
C 0.222 -4.931 2.259
C 0.412 -3.708 1.642
N 0.409 -2.555 2.318
H -0.034 -3.743 5.419
H -0.133 -5.915 4.140
H 0.208 -5.830 1.666
H 0.557 -3.633 0.573
C 3.656 -1.583 -1.852
S 2.576 -2.580 -0.782
C 3.803 -3.619 0.060
H 4.536 -1.282 -1.292
H 3.097 -0.701 -2.151
H 3.934 -2.165 -2.726
H 4.114 -4.425 -0.598
H 3.325 -4.023 0.947
H 4.654 -3.011 0.351
O -6.583 -3.791 -2.082
S -6.810 -3.404 -3.445
O -7.359 -4.380 -4.334
O -7.095 -2.005 -3.683
C -5.050 -3.201 -4.113
N -4.863 -3.250 -5.393
C -3.646 -2.922 -5.813
C -2.655 -2.533 -4.921
C -2.987 -2.516 -3.563
N -4.227 -2.862 -3.180
C -2.113 -2.129 -2.463
C -0.936 -1.388 -2.601
C -0.255 -0.965 -1.479
N -0.650 -1.251 -0.222
C -1.757 -2.022 -0.098
C -2.507 -2.458 -1.157
H -3.481 -2.970 -6.880
H -1.673 -2.260 -5.272
H -0.564 -1.109 -3.573
H 0.643 -0.364 -1.558
H -2.057 -2.281 0.916
H -3.397 -3.046 -0.994
*
```

Computed properties:
**HOMO energy (alpha / beta)**: -10.8 / -10.0 eV
**⟨S²⟩**: 3.788
**Molecular weight**: 901.17 g/mol
**HOMO-LUMO gap (alpha / beta)**: 6.8902 / 3.4166 eV
**Energy above the lowest of the compared OMol25 structures with the same formula, charge and spin**: 134.2 kJ/mol

=====

[6]
Here is a structure of composition C44H42O3P2PdSe2 from the OMol25 dataset. Energies are from ωB97M-V/def2-TZVPD.

Geometry as ORCA input:
```
! RIJCOSX wB97M-V def2-TZVPD def2/J DEFGRID3
* xyz -2 1
Pd 0.257 0.277 -0.910
C -1.497 0.386 5.753
C -1.926 -0.655 4.699
C -2.824 -1.702 5.364
C -2.678 0.062 3.580
C -4.025 0.401 3.671
C -4.655 1.094 2.650
C -3.952 1.436 1.500
C -2.609 1.112 1.353
P -1.581 1.384 -0.189
C -2.867 1.629 -1.465
C -3.955 0.769 -1.603
C -4.773 0.835 -2.723
C -4.506 1.750 -3.731
C -3.405 2.589 -3.618
C -2.588 2.521 -2.502
C -1.139 3.149 0.211
C 0.200 3.460 0.431
C 0.573 4.747 0.807
C -0.384 5.741 0.950
C -1.723 5.446 0.713
C -2.094 4.158 0.353
C -1.997 0.465 2.437
O -0.658 0.256 2.312
C -0.074 -0.777 2.983
C 1.121 -1.257 2.439
C 1.719 -2.334 3.082
C 1.167 -2.880 4.233
C -0.012 -2.362 4.750
C -0.667 -1.306 4.126
P 1.732 -0.529 0.819
C 3.542 -0.492 1.103
C 4.339 -0.261 -0.027
C 5.701 -0.030 0.095
C 6.302 -0.003 1.348
C 5.516 -0.182 2.479
C 4.150 -0.408 2.358
C 1.539 -2.132 -0.115
C 2.579 -2.964 -0.528
C 2.308 -4.166 -1.173
C 0.997 -4.553 -1.414
C -0.047 -3.735 -1.001
C 0.223 -2.544 -0.343
H -2.372 0.898 6.163
H -0.843 1.133 5.299
H -0.951 -0.100 6.566
H -3.714 -1.239 5.791
H -2.303 -2.204 6.180
H -3.139 -2.454 4.637
H -4.593 0.138 4.555
H -5.701 1.361 2.748
H -4.460 1.947 0.691
H -4.147 0.020 -0.845
H -5.605 0.147 -2.822
H -5.128 1.781 -4.618
H -3.160 3.271 -4.423
H -1.694 3.133 -2.446
H 0.939 2.682 0.271
H 1.620 4.975 0.972
H -0.091 6.745 1.234
H -2.475 6.222 0.806
H -3.137 3.932 0.165
H 2.623 -2.758 2.659
H 1.648 -3.718 4.725
H -0.425 -2.798 5.652
H 3.869 -0.223 -1.005
H 6.292 0.156 -0.795
H 7.367 0.172 1.444
H 5.969 -0.144 3.463
H 3.552 -0.514 3.256
H 3.607 -2.669 -0.363
H 3.129 -4.793 -1.504
H 0.790 -5.475 -1.945
H -1.074 -3.995 -1.222
H -0.594 -1.923 -0.003
O -0.137 -0.120 -6.268
C 0.827 0.455 -5.369
C 1.599 -0.610 -4.587
C 2.502 -1.377 -5.571
O 1.806 -2.010 -6.644
C 2.564 0.054 -3.581
Se 1.933 1.548 -2.438
C 0.649 -1.640 -3.928
Se -1.129 -1.013 -3.308
H -0.844 -0.437 -5.656
H 0.332 1.116 -4.659
H 1.519 1.053 -5.972
H 3.051 -2.157 -5.032
H 3.241 -0.672 -5.979
H 0.995 -1.486 -6.773
H 3.420 0.457 -4.131
H 2.939 -0.735 -2.923
H 1.160 -2.099 -3.077
H 0.444 -2.430 -4.646
*
```

Computed properties:
**HOMO energy**: 0.2 eV
**Molecular weight**: 945.11 g/mol
**HOMO-LUMO gap**: 3.6838 eV

=====

[7]
Here is a structure of composition C7H8Cl2IrO4Ti from the OMol25 dataset. Energies are from ωB97M-V/def2-TZVPD.

Geometry as ORCA input:
```
! RIJCOSX wB97M-V def2-TZVPD def2/J DEFGRID3
* xyz 4 6
Ti -0.400 -0.284 -2.067
Ir 1.004 0.836 -0.321
Cl -1.314 -2.359 -1.921
Cl -2.223 0.950 -2.514
C 2.236 1.910 -1.117
C 0.376 -1.368 -3.964
C 0.885 0.971 -3.357
O 2.950 2.616 -1.743
O 0.337 -1.775 -5.049
O 1.358 1.455 -4.306
C -0.586 0.447 2.879
C -0.004 -0.977 2.736
C 0.154 -1.203 1.219
O -0.532 -0.131 0.519
C -1.124 0.798 1.471
H -1.384 0.519 3.616
H 0.183 1.178 3.178
H -0.717 -1.705 3.139
H 0.954 -1.072 3.248
H 1.214 -1.171 0.917
H -0.292 -2.145 0.869
H -2.213 0.681 1.391
H -0.860 1.827 1.176
*
```

Computed properties:
**HOMO energy (alpha / beta)**: -25.0 / -26.0 eV
**⟨S²⟩**: 8.793
**Molecular weight**: 467.13 g/mol
**HOMO-LUMO gap (alpha / beta)**: 7.9048 / 3.7901 eV
**Energy above the lowest of the compared OMol25 structures with the same formula, charge and spin**: 147.2 kJ/mol

=====

Number 1: DFT total energy -227557.8199 eV. Number 2: DFT total energy -13515.9349 eV. Number 3: DFT total energy -59896.6161 eV. Number 4: DFT total energy -62368.5722 eV. Number 5: DFT total energy -87338.9914 eV. Number 6: DFT total energy -205204.2418 eV. Number 7: DFT total energy -66517.8896 eV.